1.
DFT (ωB97M-V/def2-TZVPD) results for a gas-phase ion, C4H13N3 (charge +2).

Each line ends with the Löwdin charge.
Geometry (Å):
C -1.458 -2.482 1.041  0.24
N -1.129 -1.477 0.378  0.04
C -0.026 -1.253 -0.497  -0.05
N -0.217 0.051 -1.177  0.02
N -0.697 0.800 -0.155  -0.09
C 0.423 1.545 0.723  -0.08
C 1.695 1.673 -0.105  -0.06
H -2.496 -2.554 1.461  0.18
H -0.703 -3.194 1.115  0.12
H -1.784 -0.686 0.385  0.17
H 0.886 -0.944 0.138  0.18
H 0.177 -2.131 -1.104  0.17
H 0.818 0.441 -1.339  0.19
H -0.838 0.151 -2.003  0.23
H -1.435 1.521 -0.388  0.19
H 0.021 2.444 0.963  0.09
H 0.603 0.932 1.609  0.13
H 2.214 0.745 -0.435  0.10
H 1.507 2.190 -1.026  0.10
H 2.440 2.229 0.416  0.11

Cartesian forces, eV/Å:
-1.477 -0.598 0.764
-2.141 1.355 -0.999
2.963 -0.300 1.269
1.871 0.473 -1.368
-1.615 5.352 3.254
0.947 -4.196 -2.052
-0.467 -0.607 -0.522
1.315 0.058 -0.053
0.727 -1.960 0.446
0.181 0.079 -0.087
-1.127 -1.264 -0.774
0.079 0.223 -0.349
-2.017 -0.890 -0.673
0.621 -0.596 0.107
1.304 -1.169 -0.400
-1.202 2.648 0.751
-0.234 0.163 0.010
-0.155 0.004 0.697
-0.150 0.818 -0.505
0.575 0.406 0.483

Summary:
- Multiplicity: 1
- Net charge: +2
- E_LUMO: -9.031 eV
- ΔE to the lowest compared entry with this formula, charge and spin: 519.7 kJ/mol
- Orbital gap: 10.371 eV
- Highest occupied orbital energy: -0.713 Eh
- Structure (SMILES): C=[NH+]C[NH2+]NCC

2.
DFT (ωB97M-V/def2-TZVPD) results for a gas-phase ion, C4H13N3 (charge +2).

Each line ends with the Löwdin charge.
Geometry (Å):
N 2.436 0.090 -2.044  0.14
C 1.658 0.607 -1.083  -0.07
C 0.753 -0.125 -0.316  -0.27
N 0.935 -1.565 -0.214  0.23
C -0.074 0.584 0.678  -0.14
C -1.646 0.403 0.288  -0.10
N -2.526 0.447 1.490  0.19
H 2.793 0.717 -2.745  0.13
H 2.829 -0.838 -2.005  0.12
H 1.649 1.671 -0.945  0.15
H 1.275 -1.892 0.706  0.20
H 1.647 -1.959 -0.839  0.17
H 0.083 -2.113 -0.395  0.18
H -0.020 1.678 0.651  0.13
H -0.016 0.467 1.764  0.12
H -1.804 1.180 -0.451  0.14
H -1.611 -0.642 0.011  0.11
H -2.194 -0.263 2.146  0.17
H -2.661 1.291 2.067  0.19
H -3.506 0.260 1.237  0.19

Cartesian forces, eV/Å:
0.257 0.442 0.292
-1.536 -2.097 0.320
2.399 2.360 -0.120
-0.063 -1.456 0.471
-3.123 1.312 0.720
3.103 -0.200 0.992
-1.162 0.233 0.417
0.444 -0.090 0.023
-0.030 0.189 -0.339
-0.165 0.379 -0.354
-0.177 0.388 0.012
-0.281 0.330 -0.285
0.114 0.073 -0.126
1.025 -0.216 -0.555
0.688 -0.994 0.063
-0.958 -0.475 -0.174
-1.221 0.101 -0.841
-0.335 -0.139 0.064
0.854 0.377 -0.509
0.168 -0.515 -0.071

Summary:
- Multiplicity: 1
- Net charge: +2
- E_LUMO: -7.085 eV
- ΔE to the lowest compared entry with this formula, charge and spin: 216.2 kJ/mol
- Orbital gap: 9.332 eV
- Highest occupied orbital energy: -0.603 Eh
- Structure (SMILES): N/C=C(\[NH3+])CC[NH3+]

3.
DFT (ωB97M-V/def2-TZVPD) results for 2 unconnected molecules or ions with the total composition C4H13N3O.

Each line ends with the Löwdin charge.
Geometry (Å):
C 0.931 -0.915 0.954  -0.41
C -0.090 -1.283 -0.136  -0.24
C -0.269 -0.073 -1.017  -0.34
N -2.634 -0.097 -0.460  0.08
C -1.924 0.613 0.534  -0.34
N -0.771 1.111 -0.371  -0.08
N 2.261 -0.788 0.314  -0.19
H 0.696 0.143 1.316  0.09
H 0.744 -1.676 1.732  0.08
H -1.074 -1.398 0.246  0.04
H 0.171 -2.138 -0.760  0.10
H 0.728 0.316 -1.308  0.09
H -0.874 -0.125 -1.920  0.09
H -3.570 -0.323 -0.165  0.02
H -1.211 0.211 1.403  0.14
H -1.389 1.529 -1.151  0.11
H 2.323 0.742 -0.126  -0.05
H 2.901 -1.047 1.103  -0.04
H -2.376 1.522 0.946  0.09
H 3.176 1.966 -0.646  -0.01
O 2.250 1.709 -0.489  -0.21

Cartesian forces, eV/Å:
0.242 0.556 -1.411
-0.038 1.304 -0.442
2.795 1.071 -2.084
-1.319 -0.741 1.132
3.821 1.358 -0.278
-3.506 1.788 0.646
0.226 -1.136 1.832
-0.485 -1.114 0.277
0.670 0.277 0.330
-0.622 -1.215 0.706
0.340 -0.067 0.290
-0.290 -0.849 -0.367
0.290 -1.317 -0.182
-0.927 0.094 0.418
-2.276 -0.208 -1.438
1.610 -0.123 1.496
0.108 -0.588 0.110
-0.233 0.464 -0.956
-0.649 -0.241 0.029
-0.570 -0.228 0.105
0.815 0.915 -0.215

Summary:
- Multiplicity: 2
- Net charge: -1
- E_LUMO (spin up / spin down): 3.834 / 2.434 eV
- ΔE to the lowest compared entry with this formula, charge and spin: 359.5 kJ/mol
- Orbital gap (spin up / spin down): 5.812 / 4.358 eV
- Highest occupied orbital energy (spin up / spin down): -0.073 / -0.071 Eh

4.
DFT (ωB97M-V/def2-TZVPD) results for 2 unconnected molecules or ions with the total composition C4H13N3O.

Each line ends with the Löwdin charge.
Geometry (Å):
N -0.084 0.611 2.612  0.05
C -0.497 0.514 1.257  -0.20
C 0.139 -0.080 0.229  -0.38
N 1.367 -0.744 0.349  0.08
C -0.588 -0.284 -1.108  -0.16
C -0.676 1.041 -1.916  -0.31
N 0.534 1.562 -2.516  -0.02
H 0.917 0.577 2.611  0.06
H -0.521 1.403 3.063  0.08
H -1.404 1.025 0.903  0.11
H 1.964 -0.860 -0.449  0.08
H 1.849 -0.800 1.230  0.08
H -1.662 -0.315 -0.860  0.10
H -0.362 -1.194 -1.709  0.12
H -1.087 1.800 -1.197  0.11
H -1.392 0.767 -2.762  0.12
H 0.895 0.863 -3.164  0.06
H 1.244 1.656 -1.795  0.06
O -0.123 -2.781 1.993  -0.07
H -0.440 -1.895 2.201  0.00
H -0.073 -2.867 1.028  0.03

Cartesian forces, eV/Å:
-0.611 -0.399 -1.213
-0.534 0.288 -1.462
0.238 -1.045 0.123
0.043 -0.128 0.074
-1.057 1.502 0.546
-0.642 -0.890 -0.718
0.435 -0.263 -0.022
0.438 0.491 0.776
0.581 -0.012 0.144
0.075 -0.385 0.945
-0.114 0.117 -0.132
-0.098 0.047 0.001
0.255 -0.846 0.141
0.329 0.726 0.577
0.114 -0.565 -1.021
0.591 0.997 1.051
-0.008 0.238 0.009
0.010 0.155 -0.021
0.010 -0.506 -0.033
-0.013 0.051 -0.299
-0.042 0.431 0.536

Summary:
- Multiplicity: 1
- Net charge: 0
- E_LUMO: 0.759 eV
- ΔE to the lowest compared entry with this formula, charge and spin: 197.5 kJ/mol
- Orbital gap: 8.186 eV
- Highest occupied orbital energy: -0.273 Eh
- Structure (SMILES): N/C=C(\N)CCN.O

5.
DFT (ωB97M-V/def2-TZVPD) results for a molecular structure, C4H13N3O.

Each line ends with the Löwdin charge.
Geometry (Å):
C 1.906 0.091 0.332  -0.17
C 0.716 -1.336 1.124  -0.09
N 2.293 -0.255 -0.919  0.00
H 3.017 -0.960 -0.974  0.09
H 1.471 -0.467 -1.532  0.06
H 2.706 0.151 1.064  0.09
H 1.148 0.874 0.351  0.07
H 1.168 -1.100 2.089  0.01
H -0.279 -1.662 1.416  0.01
H 1.159 -2.252 0.730  0.03
C -1.935 1.008 0.846  -0.07
N -1.047 0.738 -0.264  -0.26
N -1.244 1.659 -1.336  0.07
C -0.800 -0.605 -0.635  -0.35
O -0.197 -0.847 -1.701  -0.04
H -0.326 1.852 -1.728  0.08
H -1.766 1.179 -2.075  0.09
H -1.508 -1.330 -0.204  0.14
H -2.994 0.864 0.573  0.09
H -1.795 2.042 1.155  0.08
H -1.693 0.356 1.687  0.08

Cartesian forces, eV/Å:
-2.631 -1.006 0.668
2.258 0.429 0.801
0.063 -0.348 -1.388
-0.135 0.083 0.041
1.014 0.276 0.449
-0.246 -0.148 0.098
0.515 0.144 0.142
0.145 -0.476 0.263
-0.501 0.837 -0.398
0.348 0.084 -0.067
-0.313 -0.187 0.023
-0.061 -0.797 -0.339
0.454 -0.322 0.012
-0.772 1.159 -2.403
-1.002 0.042 1.657
-0.133 0.075 -0.027
0.149 0.130 0.142
0.630 -0.001 0.310
0.198 0.052 0.103
-0.019 -0.026 0.008
0.037 -0.003 -0.093

Summary:
- Multiplicity: 1
- Net charge: 0
- E_LUMO: 0.859 eV
- ΔE to the lowest compared entry with this formula, charge and spin: 467.8 kJ/mol
- Orbital gap: 9.008 eV
- Highest occupied orbital energy: -0.299 Eh

6.
DFT (ωB97M-V/def2-TZVPD) results for 2 unconnected molecules or ions with the total composition C4H13N3O.

Each line ends with the Löwdin charge.
Geometry (Å):
C -1.531 1.795 1.516  -0.10
N -0.376 1.859 0.651  -0.03
C -0.203 0.940 -0.374  -0.66
N 0.908 1.239 -1.178  0.14
O -1.194 0.371 -0.913  -0.07
H -2.327 1.255 1.002  0.08
H -1.874 2.802 1.770  0.08
H -1.290 1.273 2.447  0.07
H 0.211 2.677 0.659  0.12
H 0.877 0.799 -2.084  0.10
H 1.670 1.714 -0.723  0.09
C 0.002 -2.157 -1.217  -0.13
C 1.074 -1.821 -0.234  -0.26
N 0.586 -0.670 0.725  0.00
H 0.419 -2.472 -2.170  0.06
H -0.636 -1.165 -1.344  0.07
H -0.673 -2.919 -0.828  0.06
H 1.358 -2.679 0.393  0.09
H 1.957 -1.391 -0.713  0.09
H -0.252 -0.994 1.197  0.09
H 1.295 -0.456 1.417  0.09

Cartesian forces, eV/Å:
0.165 -0.011 0.065
0.224 -0.334 0.127
-1.631 1.745 -2.458
-1.049 -0.187 1.104
1.043 0.811 1.286
0.045 0.107 0.008
0.008 -0.130 -0.087
-0.142 -0.005 0.084
-0.108 -0.189 0.030
0.589 0.257 0.178
0.303 -0.364 -0.723
-1.532 1.732 -0.380
0.113 1.453 2.001
0.577 -2.178 -0.856
-0.048 -0.134 -0.028
1.221 -2.280 -0.194
0.018 -0.152 -0.083
0.185 0.200 -0.264
-0.026 -0.207 0.027
0.063 0.000 0.130
-0.017 -0.134 0.032

Summary:
- Multiplicity: 1
- Net charge: 0
- E_LUMO: 0.872 eV
- ΔE to the lowest compared entry with this formula, charge and spin: 179.0 kJ/mol
- Orbital gap: 9.542 eV
- Highest occupied orbital energy: -0.319 Eh
- Structure (SMILES): CNC(N)=O.CCN

7.
DFT (ωB97M-V/def2-TZVPD) results for 2 unconnected molecules or ions with the total composition C4H13N3O.

Each line ends with the Löwdin charge.
Geometry (Å):
H 1.528 -1.105 -1.535  0.07
N 0.981 -0.585 -0.858  0.07
C 1.674 0.023 0.050  -0.52
C 3.148 -0.211 0.275  -0.03
N 1.047 0.831 0.917  0.14
H 3.282 -0.983 1.033  0.08
H 3.639 0.697 0.622  0.07
H 3.633 -0.539 -0.641  0.07
H 1.525 1.079 1.766  0.10
H -0.013 0.883 0.876  0.07
C -1.707 -1.360 -0.560  -0.15
C -2.443 -0.414 0.298  -0.19
O -1.657 0.932 0.601  -0.32
N -1.787 1.843 -0.499  0.02
H -0.475 -1.008 -0.657  0.07
H -1.646 -2.361 -0.139  0.05
H -2.084 -1.409 -1.579  0.06
H -2.583 -0.752 1.325  0.10
H -3.375 -0.038 -0.123  0.10
H -0.967 1.710 -1.092  0.07
H -1.720 2.767 -0.079  0.08

Cartesian forces, eV/Å:
0.199 -0.010 0.254
1.183 0.889 -0.273
0.020 -1.018 -0.387
-0.033 0.248 -0.093
-0.832 0.334 0.283
-0.029 -0.036 0.029
0.054 0.034 0.029
-0.033 -0.023 0.002
-0.084 0.068 -0.089
1.088 -0.176 0.162
2.650 0.270 -0.443
0.461 2.228 0.769
-0.981 -1.302 -0.665
-0.189 -0.378 0.027
-3.088 -0.692 0.178
-0.273 -0.103 0.071
-0.112 -0.022 -0.041
-0.068 -0.040 -0.102
-0.002 -0.047 0.131
0.037 -0.021 0.135
0.033 -0.202 0.024

Summary:
- Multiplicity: 1
- Net charge: 0
- E_LUMO: 0.886 eV
- ΔE to the lowest compared entry with this formula, charge and spin: 362.9 kJ/mol
- Orbital gap: 9.160 eV
- Highest occupied orbital energy: -0.304 Eh
- Structure (SMILES): [H]/N=C(\C)N.CCON

8.
DFT (ωB97M-V/def2-TZVPD) results for 2 unconnected molecules or ions with the total composition C4H13N3O.

Each line ends with the Löwdin charge.
Geometry (Å):
C -0.741 1.227 1.854  -0.18
C -1.171 1.538 0.571  -0.32
N -1.699 0.690 -0.332  -0.04
N 0.151 2.231 2.453  0.10
H -0.670 0.297 2.433  0.10
H -1.088 2.619 0.245  0.11
H -1.656 1.203 -1.243  0.05
H -0.984 -0.611 -0.073  -0.04
H 1.087 1.904 2.481  0.13
H -0.142 2.341 3.434  0.15
H 0.140 3.150 2.006  0.15
C 0.396 -2.012 -0.664  -0.30
O -0.515 -1.428 0.281  -0.16
C 1.091 -0.947 -1.448  -0.28
N 1.936 -1.487 -2.576  -0.02
H 1.103 -2.742 -0.171  0.12
H -0.179 -2.646 -1.331  0.10
H 0.329 -0.256 -1.785  0.08
H 1.791 -0.345 -0.795  0.12
H 1.445 -1.438 -3.486  0.06
H 2.780 -0.922 -2.657  0.04

Cartesian forces, eV/Å:
-0.376 0.102 -0.536
-0.451 -0.822 -0.951
0.706 2.570 -0.176
-1.161 0.496 1.473
-0.245 0.328 -0.945
0.316 -0.813 0.543
-0.631 -0.707 0.982
-0.106 -0.311 -0.350
1.363 -0.265 -0.116
0.293 0.397 -0.313
-0.210 -0.220 -0.122
-0.709 -0.555 1.210
1.517 -1.413 0.279
1.923 0.542 -0.415
-0.637 0.443 0.028
-0.529 1.025 -0.145
-0.149 -0.178 -0.563
-0.150 0.275 -0.276
-0.786 -0.649 -0.413
0.383 -0.018 0.907
-0.361 -0.228 -0.102

Summary:
- Multiplicity: 1
- Net charge: 0
- E_LUMO: -0.206 eV
- ΔE to the lowest compared entry with this formula, charge and spin: 441.4 kJ/mol
- Orbital gap: 6.856 eV
- Highest occupied orbital energy: -0.260 Eh